i | Here is a structure of composition C49H61N3OPZn from the Open Molecules 2025 dataset. Energies are from ωB97M-V/def2-TZVPD.

Structure (ORCA input):
```
! RIJCOSX wB97M-V def2-TZVPD def2/J DEFGRID3
* xyz -1 1
Zn -0.79 0.50 -0.60
C -3.56 -1.31 1.18
C -2.51 -0.77 2.15
C -2.41 -1.70 3.36
C -2.83 0.67 2.51
C -3.85 0.91 3.42
C -4.23 2.20 3.76
C -3.62 3.27 3.12
C -2.63 3.07 2.17
C -2.17 4.27 1.35
C -1.51 5.36 2.20
C -3.34 4.85 0.55
C -2.16 1.76 1.89
N -1.07 1.54 1.05
C 0.06 2.34 1.23
C 1.07 2.26 0.35
N 0.99 1.38 -0.72
C 1.89 1.52 -1.77
C 2.13 2.78 -2.38
C 3.10 2.90 -3.37
C 3.81 1.81 -3.83
C 3.53 0.56 -3.29
C 2.59 0.39 -2.28
C 2.32 -1.01 -1.77
C 3.58 -1.83 -1.49
C 1.43 -1.76 -2.77
C 1.28 4.00 -2.06
C 0.61 4.57 -3.32
C 2.08 5.10 -1.36
H -3.28 -2.30 0.81
H -3.69 -0.64 0.33
H -4.53 -1.39 1.69
H -1.54 -0.77 1.65
H -3.40 -1.94 3.75
H -1.82 -1.26 4.17
H -1.93 -2.64 3.06
H -4.34 0.07 3.89
H -5.01 2.37 4.50
H -3.96 4.28 3.33
H -1.43 3.92 0.63
H -2.21 5.75 2.94
H -1.19 6.19 1.57
H -0.64 4.97 2.73
H -4.11 5.26 1.22
H -3.81 4.08 -0.06
H -3.00 5.65 -0.10
H 0.13 2.98 2.10
H 1.99 2.81 0.51
H 3.28 3.87 -3.81
H 4.56 1.92 -4.60
H 4.06 -0.31 -3.66
H 1.76 -0.92 -0.84
H 4.08 -2.13 -2.42
H 3.32 -2.74 -0.95
H 4.31 -1.27 -0.89
H 1.95 -1.86 -3.73
H 0.51 -1.22 -2.95
H 1.18 -2.76 -2.40
H 0.48 3.68 -1.39
H 1.35 5.03 -3.99
H -0.12 5.33 -3.05
H 0.10 3.78 -3.88
H 2.90 5.43 -1.99
H 2.49 4.75 -0.42
H 1.44 5.96 -1.15
O -1.07 -2.88 -0.53
N 0.05 -2.49 0.17
C 0.63 -3.49 0.69
C 1.89 -3.45 1.46
C 2.53 -4.69 1.56
C 3.75 -4.85 2.18
C 4.37 -3.74 2.72
C 3.74 -2.50 2.66
C 2.50 -2.32 2.05
P 1.68 -0.66 2.14
C 3.15 0.41 2.39
C 3.64 0.83 3.62
C 4.75 1.67 3.69
C 5.38 2.10 2.53
C 4.89 1.68 1.30
C 3.78 0.86 1.23
C 1.04 -0.78 3.86
C 1.09 -1.92 4.67
C 0.51 -1.92 5.93
C -0.13 -0.79 6.41
C -0.20 0.35 5.62
C 0.37 0.35 4.36
H -1.38 -2.05 -0.92
H 0.21 -4.48 0.52
H 2.04 -5.55 1.11
H 4.22 -5.82 2.22
H 5.34 -3.83 3.21
H 4.23 -1.65 3.11
H 3.16 0.51 4.54
H 5.12 2.00 4.66
H 6.24 2.75 2.58
H 5.36 2.03 0.38
H 3.37 0.59 0.27
H 1.59 -2.81 4.31
H 0.56 -2.82 6.53
H -0.59 -0.81 7.39
H -0.72 1.23 5.97
H 0.28 1.23 3.73
C -2.87 2.10 -2.26
C -2.38 0.85 -2.98
C -1.19 1.19 -3.87
C -2.03 -0.28 -1.99
H -2.07 2.56 -1.67
H -3.69 1.87 -1.57
H -3.23 2.86 -2.96
H -3.20 0.51 -3.63
H -0.34 1.52 -3.28
H -1.44 1.98 -4.58
H -0.87 0.31 -4.45
H -1.65 -1.11 -2.59
H -2.97 -0.63 -1.54
*
```

The highest occupied orbital energy comes out at -3.0 eV.

ii | Here is a structure of composition C49H61N3OPZn from the Open Molecules 2025 dataset. Energies are from ωB97M-V/def2-TZVPD.

Structure (ORCA input):
```
! RIJCOSX wB97M-V def2-TZVPD def2/J DEFGRID3
* xyz -1 1
Zn 0.51 -1.34 -0.92
C 1.76 -3.10 2.62
C 2.46 -2.33 1.50
C 3.69 -3.08 1.00
C 2.84 -0.90 1.88
C 3.57 -0.74 3.04
C 4.08 0.50 3.43
C 3.83 1.58 2.60
C 3.08 1.48 1.43
C 2.86 2.78 0.66
C 4.14 3.22 -0.06
C 2.36 3.92 1.56
C 2.56 0.21 1.02
N 1.79 0.02 -0.10
C 1.94 0.79 -1.27
C 0.97 0.84 -2.20
N -0.26 0.18 -2.03
C -1.28 0.38 -2.92
C -1.39 1.54 -3.76
C -2.28 1.54 -4.83
C -3.19 0.52 -5.04
C -3.23 -0.50 -4.10
C -2.33 -0.59 -3.06
C -2.52 -1.72 -2.07
C -2.37 -3.09 -2.73
C -3.88 -1.62 -1.36
C -0.68 2.86 -3.47
C -1.72 3.98 -3.29
C 0.31 3.28 -4.55
H 1.60 -4.14 2.31
H 0.79 -2.67 2.85
H 2.36 -3.13 3.54
H 1.77 -2.28 0.67
H 4.43 -3.19 1.80
H 4.16 -2.53 0.17
H 3.43 -4.07 0.64
H 3.77 -1.60 3.67
H 4.65 0.61 4.34
H 4.23 2.55 2.88
H 2.10 2.61 -0.10
H 4.93 3.44 0.66
H 3.96 4.13 -0.65
H 4.51 2.45 -0.73
H 3.14 4.26 2.25
H 1.50 3.60 2.16
H 2.06 4.77 0.95
H 2.91 1.22 -1.51
H 1.19 1.30 -3.16
H -2.29 2.40 -5.49
H -3.87 0.55 -5.88
H -4.00 -1.27 -4.20
H -1.77 -1.64 -1.29
H -3.17 -3.26 -3.46
H -2.40 -3.89 -1.99
H -1.42 -3.16 -3.26
H -4.70 -1.75 -2.07
H -4.00 -0.64 -0.89
H -3.97 -2.39 -0.59
H -0.14 2.77 -2.53
H -2.20 4.22 -4.24
H -1.25 4.89 -2.91
H -2.50 3.67 -2.59
H -0.20 3.41 -5.51
H 1.10 2.53 -4.70
H 0.79 4.23 -4.30
O -0.75 -4.08 0.21
N -1.08 -2.94 0.92
C -2.19 -3.12 1.50
C -2.84 -2.19 2.46
C -4.06 -2.65 2.96
C -4.76 -1.95 3.92
C -4.24 -0.77 4.42
C -3.04 -0.29 3.92
C -2.32 -0.96 2.93
P -0.78 -0.21 2.19
C -0.16 0.74 3.66
C -0.51 2.05 4.00
C 0.01 2.65 5.14
C 0.90 1.95 5.95
C 1.27 0.66 5.61
C 0.74 0.06 4.47
C -1.59 1.15 1.25
C -2.96 1.33 1.10
C -3.45 2.48 0.48
C -2.58 3.45 0.02
C -1.21 3.24 0.10
C -0.72 2.09 0.70
H 0.03 -3.81 -0.31
H -2.70 -4.07 1.34
H -4.45 -3.58 2.57
H -5.71 -2.34 4.29
H -4.76 -0.22 5.19
H -2.65 0.64 4.31
H -1.20 2.61 3.38
H -0.28 3.66 5.39
H 1.31 2.42 6.84
H 1.98 0.12 6.22
H 1.06 -0.94 4.20
H -3.65 0.59 1.46
H -4.52 2.61 0.37
H -2.97 4.35 -0.44
H -0.52 3.97 -0.30
H 0.34 1.91 0.76
C 2.99 -2.01 -3.33
C 1.62 -2.68 -3.32
C 1.65 -3.93 -4.19
C 1.19 -3.01 -1.88
H 3.27 -1.69 -4.34
H 3.75 -2.72 -2.99
H 3.01 -1.14 -2.68
H 0.90 -1.98 -3.77
H 2.37 -4.65 -3.79
H 1.94 -3.70 -5.22
H 0.67 -4.42 -4.22
H 0.43 -3.81 -1.94
H 2.05 -3.46 -1.37
*
```

The highest occupied orbital energy comes out at -2.9 eV.

The structure with the least stability is ii.

i | Here is a cluster of 2 separate species, HO2S2 in total from the Open Molecules 2025 dataset. Energies are from ωB97M-V/def2-TZVPD.

Structure (ORCA input):
```
! RIJCOSX wB97M-V def2-TZVPD def2/J DEFGRID3
* xyz -1 1
O 1.26 1.43 0.48
O 2.11 -0.72 -0.40
S -2.34 -0.94 -0.36
S 0.98 0.26 -0.40
H -2.01 -0.03 0.68
*
```

The highest occupied orbital energy (spin up / spin down) comes out at -3.1 / -3.1 eV.

ii | Here is a structure of composition HO2S2 from the Open Molecules 2025 dataset. Energies are from ωB97M-V/def2-TZVPD.

Structure (ORCA input):
```
! RIJCOSX wB97M-V def2-TZVPD def2/J DEFGRID3
* xyz -1 1
O 0.03 -0.19 1.51
O 0.70 -1.97 -0.61
S -1.64 0.92 -0.65
S -0.08 0.08 0.07
H 0.99 1.16 -0.33
*
```

The highest occupied orbital energy (spin up / spin down) comes out at -3.9 / -4.2 eV.

The structure with the least stability is ii.

i | Here is the molecule C7H10S from the Open Molecules 2025 dataset. Energies are from ωB97M-V/def2-TZVPD.

Structure (ORCA input):
```
! RIJCOSX wB97M-V def2-TZVPD def2/J DEFGRID3
* xyz 0 1
C -1.39 -1.23 -0.67
C -1.43 0.32 -0.61
C -0.10 0.97 -0.89
C 0.85 0.42 0.13
C 2.38 0.59 0.11
S 2.09 -1.09 -0.44
C 0.04 -0.18 1.16
C -1.27 -0.56 0.65
H -0.28 -1.43 -1.23
H -2.11 -1.97 -0.85
H -2.59 0.74 -0.59
H -0.44 2.10 -0.72
H 0.09 0.89 -2.01
H 2.78 0.66 1.11
H 2.89 1.42 -0.30
H -0.25 0.50 2.25
H 0.59 -1.16 1.23
H -1.86 -1.00 1.67
*
```

The highest occupied orbital energy comes out at -8.5 eV. Its SMILES is C1[C@@H]2C[C@@]3(CS3)C[C@H]12.

ii | Here is the molecule C7H10S from the Open Molecules 2025 dataset. Energies are from ωB97M-V/def2-TZVPD.

Structure (ORCA input):
```
! RIJCOSX wB97M-V def2-TZVPD def2/J DEFGRID3
* xyz 0 1
C -0.89 1.67 -1.86
C -0.58 0.55 -0.79
C -1.41 0.32 0.26
C -0.79 -0.74 1.21
C 0.83 -0.54 1.51
S 2.55 -1.06 2.16
C 0.42 -1.22 0.31
C 0.51 -0.39 -0.90
H -0.05 1.73 -2.62
H -0.78 2.67 -1.38
H -1.92 1.49 -2.40
H -2.34 0.96 0.50
H -1.41 -1.37 1.75
H 1.09 0.53 1.20
H 2.38 -1.35 3.44
H 0.62 -2.25 0.45
H 1.46 0.07 -1.01
H 0.31 -1.08 -1.84
*
```

The highest occupied orbital energy comes out at -8.6 eV. Its SMILES is CC1=C[C@@H]2[C@@H](S)[C@@H]2C1.

The structure with the least stability is i.

i | Here is the molecule CH2F3NP2 from the Open Molecules 2025 dataset. Energies are from ωB97M-V/def2-TZVPD.

Structure (ORCA input):
```
! RIJCOSX wB97M-V def2-TZVPD def2/J DEFGRID3
* xyz 0 1
C -0.36 -0.65 0.84
P -0.98 0.92 1.14
F -2.55 1.11 1.04
N -0.39 1.77 2.30
P 1.16 1.33 2.41
F 1.06 -0.03 3.42
F 1.53 2.22 3.72
H -0.86 -1.11 -0.03
H 0.74 -0.60 1.08
*
```

The highest occupied orbital energy (spin up / spin down) comes out at -10.0 / -10.0 eV. Its SMILES is C=[P@]1(F)N=P1(F)F.

ii | Here is a structure of composition CH2F3NP2 from the Open Molecules 2025 dataset. Energies are from ωB97M-V/def2-TZVPD.

Structure (ORCA input):
```
! RIJCOSX wB97M-V def2-TZVPD def2/J DEFGRID3
* xyz 0 1
C 1.96 0.27 0.16
N -1.50 -0.62 0.05
F -1.03 -0.30 -2.57
F -0.57 0.25 2.22
F -0.95 1.78 0.34
P -1.84 -1.18 -1.46
P -0.34 0.33 0.60
H 1.77 -0.53 -0.49
H 2.52 0.00 1.15
*
```

The highest occupied orbital energy (spin up / spin down) comes out at -8.1 / -8.1 eV.

The structure with the least stability is ii.